Entry 1:
21
Properties=species:S:1:pos:R:3:forces:R:3 method="wB97M-V/def2-TZVPD" homo_ev=-12.847 gap_ev=5.5 lumo_energy_ev=-7.333 total_charge=+1 de_lowest_kj_mol=408.0
O 0.76452 -1.16804 1.28510 1.96 1.69 -2.02
N 3.28023 0.09505 0.08879 -3.03 0.77 -0.53
C -0.57584 -0.43968 -0.93099 -3.12 0.30 -3.16
C 0.35380 0.45827 -1.66725 0.18 0.00 2.26
C -2.57172 -0.83332 0.46467 1.05 -0.59 -1.57
C -1.58065 -0.01134 -0.00878 1.01 0.48 -0.06
C -1.46465 1.34186 0.53710 0.29 1.01 1.72
H 3.74460 0.88721 0.40381 0.83 1.69 0.80
H 0.15775 -1.37675 0.59100 -0.36 -0.95 0.36
H 2.66021 -0.26808 0.78678 -0.20 0.04 0.44
H -2.30899 1.45708 1.22902 0.35 0.47 -0.10
H 3.93286 -0.57104 -0.08132 2.40 -2.45 -0.77
H 1.14568 -0.09283 -2.12586 0.44 -0.34 -0.39
H -3.14832 -0.68940 1.37371 -0.15 0.31 -0.39
H -2.75675 -1.64720 -0.21792 -0.30 -0.88 0.60
H 0.80377 1.12412 -0.90129 -0.05 0.05 -0.63
H 0.49676 -1.51301 2.08887 -1.12 -1.30 2.38
H -1.48669 2.17166 -0.17944 -0.03 -0.44 -0.06
H -0.76262 -1.42215 -1.43160 0.54 0.30 0.93
H -0.15776 1.08154 -2.43078 -0.23 -0.34 0.48
H -0.52616 1.41605 1.12637 -0.46 0.17 -0.29

Entry 2:
17
Properties=species:S:1:pos:R:3:forces:R:3 method="wB97M-V/def2-TZVPD" smiles="C=[N+]=CC1(C)CC1" homo_ev=-14.711 gap_ev=9.8 lumo_energy_ev=-4.861 total_charge=+1 de_lowest_kj_mol=191.0
N -1.81671 -0.40244 -0.02977 -1.77 0.28 -0.28
C 1.72806 -0.64472 0.73832 1.36 0.24 0.18
C 0.26771 1.46898 0.04430 2.47 2.05 2.30
C -0.70405 -0.90828 0.05661 3.92 0.33 -1.52
C 1.71245 -0.57325 -0.78555 -1.12 -2.45 1.58
C 0.59004 0.02115 0.00141 -1.20 -1.44 1.86
C -2.96343 0.07843 -0.01036 -0.66 -0.17 -2.02
H 2.45818 -0.07281 -1.30105 1.00 1.66 -0.57
H -3.60928 0.24079 -0.95256 1.40 -0.12 1.46
H 1.20600 2.15599 -0.10961 -1.74 -1.56 -0.15
H 2.52808 -0.00788 1.15284 -0.90 0.03 -0.06
H -0.38093 1.48748 -0.74937 -1.69 1.56 -2.09
H -3.34349 0.25813 0.95086 -0.92 0.40 1.18
H -0.60535 -2.00931 -0.09672 -0.06 0.76 0.67
H 1.51466 -1.49585 -1.28173 -0.35 -0.57 -0.34
H -0.19151 1.93782 0.98741 0.40 -1.30 -1.20
H 1.60957 -1.53423 1.38497 -0.15 0.30 -1.01

Entry 3:
115
Properties=species:S:1:pos:R:3:forces:R:3 method="wB97M-V/def2-TZVPD" homo_ev=-11.660 gap_ev=10.0 lumo_energy_ev=-1.668 total_charge=+1 de_lowest_kj_mol=497.9
S -0.05139 -1.45081 -0.05608 1.31 2.21 -2.56
S 0.49094 -3.61205 0.70250 3.02 -7.74 1.02
P 1.02733 1.51581 -5.22808 -0.60 2.32 1.98
P -0.33765 -1.31917 4.51341 -1.50 1.87 2.58
F 0.08269 -4.42950 2.05507 -0.27 -0.01 -0.15
F 0.11867 0.12313 0.33765 0.71 -1.17 0.52
O -1.39148 -1.44446 -0.49899 -1.09 -0.13 0.09
O 0.96696 -1.66250 -1.12590 -1.73 0.54 3.01
O -0.40672 -4.18778 -0.29937 1.38 1.75 1.48
O 1.92485 -3.96189 0.66096 -2.76 1.30 -0.52
N 0.16966 -2.25568 1.38873 -0.49 3.43 -2.89
C -1.76859 -2.47051 4.29444 0.72 0.43 -0.59
C 5.11465 -2.35815 5.20607 -0.50 0.77 1.30
C -2.41493 -6.06901 5.51117 0.14 0.31 0.46
C 5.23706 1.65105 -4.47592 -1.54 0.64 1.72
C -0.53757 0.21145 3.45805 1.08 -1.85 -0.43
C -2.71307 0.96490 6.58601 -1.19 1.13 0.06
C -1.87410 3.12014 -1.50866 0.77 -0.88 1.83
C -0.31910 2.81368 -1.34714 0.24 0.06 -2.07
C 3.69700 1.53414 -4.07658 0.67 0.57 -1.10
C -2.36358 -4.91414 4.56616 -0.28 0.82 -0.56
C -4.25812 0.92384 6.49020 1.18 0.97 -0.65
C -0.55206 -0.56650 -5.16078 -1.16 0.27 -2.62
C 0.00900 2.30160 -3.87288 0.11 -0.17 0.07
C -3.49312 2.08223 1.77574 0.18 -0.92 1.01
C 1.33820 -2.20564 4.62781 -0.70 -0.41 0.23
C 6.04390 1.20226 -3.29139 0.67 -1.48 0.46
C 0.30267 1.84861 -2.37850 -0.51 0.15 -1.80
C 2.60037 -1.53269 5.15733 1.30 0.35 -1.37
C 0.81718 -0.17902 -4.78665 1.89 0.08 -0.39
C 0.72054 3.42973 -7.36071 -1.79 -1.65 0.82
C -2.05472 1.59382 1.99931 -0.69 1.15 -1.59
C -1.14846 -1.58540 -4.33536 -2.30 -1.92 2.99
C 0.27735 2.00775 -6.83737 1.38 -0.73 -0.12
C -1.71717 -3.69869 5.18716 0.89 -0.13 -0.34
C -2.71170 -1.49800 -4.21754 0.55 -0.62 0.17
C 3.84354 -2.24630 4.43302 -0.59 1.09 -1.46
C -2.20040 -0.42058 6.85546 1.38 -0.52 -0.93
C -1.98698 0.43440 2.97859 0.34 0.18 -0.47
C 0.47759 5.15061 -9.18093 -1.08 -1.08 0.72
C 2.78130 2.10181 -5.16182 -1.04 -1.01 -0.87
C -0.72865 -0.60519 6.21331 -0.68 -1.57 1.10
C -0.04270 3.79077 -8.62961 0.48 0.43 -0.18
H -2.42940 -0.45670 2.53328 0.54 -0.20 -0.55
H 3.47776 2.14977 -3.20422 0.45 -0.40 0.40
H -2.29293 -3.49863 6.09080 0.56 0.14 0.39
H -3.79434 2.38840 2.77755 -0.67 0.41 -0.18
H -3.12956 -1.86787 -5.15385 -0.37 0.73 -0.17
H 3.45133 0.48724 -3.89835 0.05 0.02 0.26
H -3.08721 -0.55024 -3.83172 0.16 0.51 -0.82
H -2.24344 -0.64397 7.92146 0.83 0.16 0.18
H -0.18707 0.30202 6.48121 0.42 -0.23 -0.35
H 5.55801 1.04038 -5.31982 -0.54 0.30 -0.28
H -1.03565 2.09018 -4.10117 -0.04 -0.21 -0.14
H 4.08423 -1.52372 3.65324 -0.29 -0.26 -0.60
H -2.69602 -1.95440 4.54261 0.20 0.52 -0.51
H -3.59825 2.88812 1.04939 0.08 -0.09 0.16
H -2.89342 -1.18769 6.50996 0.00 0.08 -0.62
H -0.78029 1.75119 -6.77664 -0.16 0.67 0.05
H 6.04008 1.80707 -2.38460 -0.01 0.44 -0.36
H -1.42690 -6.30131 5.90860 0.11 -0.41 -0.31
H 1.44919 -2.73499 3.68145 0.20 0.59 -0.42
H -0.52636 -0.90062 -6.19799 -0.12 0.10 -0.31
H 2.75522 3.18905 -5.23474 0.15 -0.01 0.04
H -0.30082 -1.47176 6.71741 0.34 0.23 0.95
H 1.38804 1.83589 -2.27886 0.04 -0.03 0.41
H 7.05953 0.99315 -3.62733 0.23 0.36 0.32
H 1.52090 5.27015 -8.88880 -0.01 0.29 -0.52
H 1.58982 -0.72825 -5.32468 -0.05 -0.49 0.08
H -2.95613 -5.69225 6.37907 -0.45 -0.60 0.14
H 0.28255 3.68838 -1.59416 -0.41 0.70 0.52
H 1.01701 -0.27680 -3.71960 0.09 0.04 0.06
H 3.08500 1.69614 -6.12686 0.47 0.24 -0.37
H -4.39846 0.03552 5.87431 -1.26 -0.10 0.58
H 2.67014 -1.53650 6.24509 -0.14 -0.37 0.02
H -2.29644 3.37531 -2.48057 0.68 0.16 -0.09
H -0.15791 5.85372 -8.64253 0.47 0.60 -0.21
H -3.38388 -4.56140 4.41560 -0.30 -0.39 -0.64
H -4.09862 1.21995 1.49656 -0.30 0.16 -0.20
H -0.74210 -1.41481 -3.33842 -0.09 -0.45 0.36
H -1.69644 -2.68254 3.22770 -0.44 -0.43 -0.10
H 5.69402 0.22714 -2.95250 -0.14 -0.22 0.02
H -3.17052 -2.14709 -3.47170 0.70 -0.57 0.14
H 0.06109 2.96491 -9.33337 0.06 0.06 -0.20
H 3.60616 -3.17160 3.90808 -0.50 -0.09 0.31
H -2.18321 3.85375 -0.76411 0.33 0.65 -0.33
H 0.11785 2.41246 -0.43271 -1.09 0.37 0.60
H 0.20081 -0.06727 2.70625 -0.70 0.14 -1.17
H -2.50965 1.69996 7.36474 0.60 -0.26 0.25
H 0.40399 4.05922 -6.52906 0.70 0.80 -0.20
H 0.25378 5.22316 -10.24523 0.44 0.21 0.08
H -0.04572 0.82401 -2.24837 -0.08 -0.03 0.01
H -1.90155 -5.17157 3.61308 -0.05 0.10 -0.07
H -1.53767 2.51536 2.26677 0.59 -0.30 0.70
H 5.40076 -1.31456 5.33701 0.41 -0.06 0.74
H -2.89331 -6.90970 5.00871 0.07 -0.15 0.53
H -1.28998 0.23568 -5.15235 0.33 0.56 0.02
H -4.66189 1.05865 7.49364 -0.36 -1.18 -0.08
H -2.48758 2.30317 -1.12879 0.24 -0.68 -0.35
H -1.68155 1.38358 0.99699 0.38 -0.61 0.27
H -0.66111 -3.90223 5.36440 -0.06 -0.30 0.67
H 1.37279 -3.04965 5.31669 -1.51 -0.25 0.15
H 0.66538 1.25338 -7.52182 0.12 -0.16 -0.29
H -2.25435 1.39217 5.69431 -0.14 -0.16 -0.22
H 5.47045 2.71143 -4.57192 -0.08 0.02 -0.84
H 0.06289 3.38111 -4.01371 0.32 0.22 0.26
H -4.67386 1.78870 5.97322 0.19 0.03 -0.33
H 1.78834 3.39053 -7.57605 -0.01 0.33 0.37
H 4.76833 -2.79701 6.14179 1.01 -0.09 0.46
H 5.98857 -2.85391 4.78351 -0.53 -0.33 -0.24
H 0.00704 1.07991 3.82857 -0.60 0.05 0.96
H -2.74142 0.59475 3.74878 0.52 0.41 0.71
H -0.95061 -2.62530 -4.59533 0.50 0.11 -0.14
H -1.10618 3.93135 -8.43631 -0.05 -0.37 0.14
H 2.64150 -0.47977 4.87848 0.09 0.11 -0.02